# 1
Formula: C3H2O2
Source: the Open Molecules 2025 dataset
Level of theory: ωB97M-V with the def2-TZVPD basis set

For the largest force on an atom, the calculation gives 0.1284 hartree/bohr. The energy is -265.74534 hartree. The frontier orbital gap comes out at 9.97 eV. As for the molar mass: 70.05 Da.

The geometry in ORCA input format:
```
! wB97M-V def2-TZVPD RIJCOSX def2/J DEFGRID3
* xyz 0 1
C -0.2604 -0.1863 0.8628
C 0.5087 0.9507 0.5613
C 0.2487 -0.1976 -0.7009
O 0.0362 -1.3011 -0.0029
O 1.3396 0.5216 -0.4973
H -1.2122 -0.2050 1.3578
H -0.6607 0.4178 -1.5808
*
```

Charge distribution, natural (NBO) scheme, values in e:
1. C -0.06
2. C 0.08
3. C 0.49
4. O -0.46
5. O -0.48
6. H 0.23
7. H 0.21

---

# 2
Formula: C2H6S
Source: the Open Molecules 2025 dataset
Level of theory: ωB97M-V with the def2-TZVPD basis set

For the largest force on an atom, the calculation gives 0.1318 hartree/bohr. The energy is -477.90878 hartree. Its SMILES is C=C.S. The frontier orbital gap comes out at 10.72 eV. As for the molar mass: 62.14 Da.

The geometry in ORCA input format:
```
! wB97M-V def2-TZVPD RIJCOSX def2/J DEFGRID3
* xyz 0 1
S 2.5728 1.0499 -0.4164
H 1.2802 1.3792 -0.0464
H 2.8917 1.9871 -1.2377
C -1.4787 -1.0814 -0.2044
C -0.7476 -0.3947 0.8303
H -2.5031 -1.2381 -0.2572
H -1.1064 -1.1657 -1.1729
H -1.1527 -0.3621 1.8455
H 0.2437 -0.1742 0.6593
*
```

Results of the natural (NBO) charge analysis, in e, for atoms 1 through 8:
1. S -0.29
2. H 0.16
3. H 0.14
4. C -0.36
5. C -0.38
6. H 0.19
7. H 0.18
8. H 0.20

---

# 3
Formula: C11H15N
Source: the Open Molecules 2025 dataset
Level of theory: ωB97M-V with the def2-TZVPD basis set

For the largest force on an atom, the calculation gives 0.1183 hartree/bohr. The energy is -482.54543 hartree. The frontier orbital gap (spin up / spin down) comes out at 9.31 / 5.73 eV. As for the expectation value of S²: 0.774. As for the molar mass: 161.25 Da.

The geometry in ORCA input format:
```
! wB97M-V def2-TZVPD RIJCOSX def2/J DEFGRID3
* xyz 1 2
C -2.9255 1.6036 -0.1890
C -0.7646 -1.4319 0.5304
C -1.1711 -0.1003 0.7780
C -2.1781 0.2915 -0.1067
C -2.4119 -0.7634 -0.8927
C 0.4061 -1.9051 1.0532
C 1.1724 -1.0680 1.8890
C -0.4982 0.7066 1.7401
C 0.5625 0.0697 2.3338
N -1.4202 -1.8615 -0.6059
H -1.4376 -2.7503 -1.3000
H 0.7487 -2.9268 0.7328
H -3.3327 -0.8226 -1.4998
H 2.0877 -1.3497 2.1929
H -0.6283 1.7991 1.6633
H -2.6994 2.2036 0.7440
H -4.0145 1.4798 -0.2665
H 0.9902 0.6511 3.2050
H -2.5941 2.1757 -1.0439
C 3.2080 0.3928 -1.0879
C 1.8053 0.5804 -1.7369
H 2.9431 0.0402 -0.1074
H 3.9843 -0.1405 -1.5864
H 3.7413 1.3185 -0.9461
H 1.1624 -0.3476 -1.4957
H 1.3613 1.3619 -1.2184
H 1.9029 0.7933 -2.7790
*
```

Results of the natural (NBO) charge analysis, in e, for atoms 1 through 8:
1. C -0.65
2. C 0.10
3. C -0.13
4. C 0.06
5. C 0.05
6. C -0.09
7. C -0.13
8. C -0.02

---

# 4
Formula: C4H3FO
Source: the Open Molecules 2025 dataset
Level of theory: ωB97M-V with the def2-TZVPD basis set

For the largest force on an atom, the calculation gives 0.0484 hartree/bohr. The energy is -329.24686 hartree. Its SMILES is O=C=C/C=C/F. The frontier orbital gap comes out at 9.26 eV. As for the molar mass: 86.06 Da.

The geometry in ORCA input format:
```
! wB97M-V def2-TZVPD RIJCOSX def2/J DEFGRID3
* xyz 0 1
C -0.7785 0.2630 -0.5399
C 0.3004 -0.3370 0.2575
C -1.8886 0.1430 0.1696
C 1.5202 -0.0230 -0.0899
O -2.7765 -0.0511 0.8757
F 2.6587 -0.2955 0.6592
H -0.6307 0.7821 -1.4379
H -0.0008 -1.0439 1.0642
H 1.5957 0.5624 -0.9584
*
```

Results of the natural (NBO) charge analysis, in e, for atoms 1 through 8:
1. C -0.56
2. C -0.26
3. C 0.74
4. C 0.21
5. O -0.44
6. F -0.34
7. H 0.26
8. H 0.23

---

# 5
Formula: C24H48ClF3NO4
Source: the Open Molecules 2025 dataset
Level of theory: ωB97M-V with the def2-TZVPD basis set

For the largest force on an atom, the calculation gives 0.1294 hartree/bohr. The energy is -2058.72839 hartree. The frontier orbital gap comes out at 7.53 eV. As for the molar mass: 507.10 Da.

The geometry in ORCA input format:
```
! wB97M-V def2-TZVPD RIJCOSX def2/J DEFGRID3
* xyz -1 1
C 2.2778 -2.1828 2.5708
C 0.7129 -2.4587 2.3330
O 0.5214 -3.9059 2.5466
C 0.2473 -2.0553 0.8293
C -1.2259 -1.3387 0.8748
C -0.8333 0.1041 1.5427
O -1.3723 0.5694 2.5989
O 0.2087 0.8856 1.0203
N -2.0955 -2.1631 1.7175
C -3.4445 -1.5861 1.9896
C -3.7303 -1.3257 3.5750
C -4.8258 -0.1386 3.7625
O -6.1053 -0.7016 3.2955
C -2.3309 -3.5510 1.2826
C -2.9568 -4.4225 2.5188
C -4.4937 -4.8246 2.3008
Cl -4.7585 -6.3946 3.2810
C -1.6355 -1.1911 -0.6679
F -1.5000 -2.4173 -1.4250
F -0.7979 -0.2760 -1.4011
F -2.9583 -0.7414 -0.9145
H 2.8633 -2.6528 1.6945
H 2.5221 -1.0811 2.7388
H 2.6279 -2.7408 3.5206
H 0.0598 -1.9356 3.1154
H 1.0947 -4.2144 3.2773
H 1.0238 -1.3809 0.3078
H 0.2405 -3.0343 0.2434
H -3.4960 -0.5269 1.5231
H -4.3224 -2.1641 1.5447
H -2.7408 -1.0758 4.1177
H -4.1470 -2.2937 4.0220
H -4.4838 0.7459 3.1152
H -4.8409 0.1068 4.8754
H -6.1989 -0.4038 2.3627
H -1.4443 -4.1542 0.9173
H -3.1369 -3.6211 0.4476
H -2.3700 -5.4191 2.5730
H -2.7508 -3.9168 3.5374
H -5.1338 -4.0411 2.8319
H -4.7888 -4.9600 1.2054
C 1.2450 3.1718 -0.9099
C 1.7283 4.6162 -0.9700
C 0.9594 5.5403 -0.0247
C -0.5375 5.6669 -0.3213
C -0.8757 6.1587 -1.7304
C -0.3547 7.5622 -2.0124
H 0.1995 3.0826 -1.2108
H 1.8362 2.5467 -1.5848
H 1.3476 2.7698 0.1015
H 1.6715 4.9822 -2.0010
H 2.7902 4.6416 -0.6970
H 1.4237 6.5327 -0.0470
H 1.0794 5.1789 1.0027
H -0.9801 6.3536 0.4107
H -1.0278 4.7021 -0.1581
H -1.9656 6.1624 -1.8448
H -0.4906 5.4644 -2.4823
H -0.7730 8.2812 -1.3028
H -0.6391 7.8745 -3.0209
H 0.7353 7.6083 -1.9475
C 1.5681 -2.2320 -3.3102
C 2.9079 -2.3338 -2.5920
C 3.3215 -1.0252 -1.9155
C 3.5320 0.1558 -2.8669
C 4.5733 -0.0782 -3.9640
C 5.9725 -0.3237 -3.4140
H 1.5950 -1.4912 -4.1124
H 1.3048 -3.1938 -3.7589
H 0.7745 -1.9553 -2.6105
H 3.6789 -2.6675 -3.2947
H 2.8359 -3.1156 -1.8267
H 4.2368 -1.2007 -1.3397
H 2.5575 -0.7460 -1.1816
H 3.8291 1.0297 -2.2752
H 2.5804 0.4244 -3.3365
H 4.6033 0.8073 -4.6091
H 4.2765 -0.9142 -4.6038
H 6.3089 0.5270 -2.8157
H 6.6810 -0.4641 -4.2348
H 6.0089 -1.2200 -2.7896
*
```

Results of the Mulliken charge analysis, in e, for atoms 1 through 8:
1. C -1.13
2. C 0.58
3. O -0.50
4. C -0.83
5. C 0.27
6. C 0.00
7. O -0.66
8. O -0.68

---

# 6
Formula: C4H13N3
Source: the Open Molecules 2025 dataset
Level of theory: ωB97M-V with the def2-TZVPD basis set

For the largest force on an atom, the calculation gives 0.0435 hartree/bohr. The energy is -324.13239 hartree. The frontier orbital gap (spin up / spin down) comes out at 11.20 / 5.50 eV. As for the expectation value of S²: 0.756. As for the molar mass: 103.17 Da.

The geometry in ORCA input format:
```
! wB97M-V def2-TZVPD RIJCOSX def2/J DEFGRID3
* xyz 1 2
N -0.2776 -1.2382 -0.9095
C -0.4320 0.0276 -0.3078
C 0.3117 0.1194 1.0895
C 1.7447 -0.3249 1.0519
N 2.4087 0.2372 -0.1369
C -1.9743 0.3539 -0.0515
N -2.6014 0.8651 -1.2417
H -0.6682 -2.1101 -0.5583
H 0.7040 -1.4843 -1.0818
H 0.1165 0.6841 -0.9854
H 0.2901 1.2126 1.1896
H -0.2868 -0.1856 1.9460
H 1.7193 -1.4248 0.9611
H 2.3140 -0.1911 1.9718
H 2.3565 1.2507 -0.0749
H 3.4081 0.0612 -0.0452
H -1.9713 1.0959 0.7413
H -2.3741 -0.6445 0.1021
H -2.0376 1.5665 -1.7277
H -2.7504 0.1293 -1.9325
*
```

Results of the natural (NBO) charge analysis, in e, for atoms 1 through 8:
1. N -0.52
2. C -0.06
3. C -0.36
4. C -0.25
5. N -0.84
6. C -0.21
7. N -0.66
8. H 0.40